(1)
Density functional theory data (ωB97M-V with the def2-TZVPD basis set) for a cluster of 7 separate species, C18H48ClO10 in total in a non-equilibrium geometry.

Output
LUMO level = 2.6844 eV
2S+1 = 1
Kohn-Sham gap = 9.797 eV
Net charge = -1

Last columns: bonded neighbours and bond lengths (Å).
Cartesian coordinates (Å):
1 Cl 15.9381 16.6779 -26.2390  O5 1.447, O7 1.444, O8 1.433, O10 1.443
2 O 18.7578 14.7772 -28.7263  C14 1.416, H55 0.968
3 O 18.9702 18.1203 -21.4198  C20 1.428, H68 0.971
4 O 14.4419 21.4957 -27.7184  C23 1.420, H74 0.969
5 O 16.6683 16.6317 -27.4874  Cl1 1.447
6 O 16.6456 19.1296 -22.8591  C29 1.432, H51 0.964
7 O 14.5280 16.7789 -26.5335  Cl1 1.444
8 O 16.1653 15.5333 -25.4081  Cl1 1.433
9 O 13.0703 18.9712 -27.7176  C28 1.423, H76 0.970
10 O 16.3993 17.8356 -25.5109  Cl1 1.443
11 O 11.6633 13.0106 -23.2015  C24 1.450, H43 0.963
12 C 15.3518 20.9146 -25.5463  C23 1.524, H33 1.094, H48 1.094, H52 1.090
13 C 18.6017 12.9496 -27.1830  C14 1.534, H35 1.097, H47 1.094, H77 1.092
14 C 19.5114 14.0206 -27.7969  O2 1.416, C13 1.534, C25 1.530, H61 1.094
15 C 13.0718 14.9628 -23.0969  C24 1.521, H39 1.088, H67 1.094, H71 1.095
16 C 13.1030 13.3427 -25.1208  C24 1.536, H56 1.091, H65 1.091, H66 1.091
17 C 16.5330 22.4184 -27.1956  C23 1.512, H49 1.089, H58 1.091, H63 1.097
18 C 14.3314 18.9429 -22.2584  C29 1.518, H36 1.091, H38 1.091, H73 1.097
19 C 19.5248 16.0597 -20.3716  C20 1.544, H46 1.092, H54 1.085, H64 1.095
20 C 18.5830 16.7464 -21.3842  O3 1.428, C19 1.544, C21 1.516, H72 1.099
21 C 18.6527 16.1560 -22.7791  C20 1.516, H31 1.089, H44 1.089, H60 1.098
22 C 11.1311 17.6127 -27.2570  C28 1.516, H34 1.094, H42 1.090, H57 1.099
23 C 15.6410 21.2110 -27.0130  O4 1.420, C12 1.524, C17 1.512, H41 1.098
24 C 12.9546 13.5341 -23.6044  O11 1.450, C15 1.521, C16 1.536, H69 1.090
25 C 20.0631 14.9385 -26.7046  C14 1.530, H40 1.089, H50 1.093, H75 1.096
26 C 11.8114 18.1800 -29.6469  C28 1.538, H32 1.103, H59 1.090, H70 1.090
27 C 15.9517 20.2517 -20.7796  C29 1.521, H30 1.092, H37 1.091, H62 1.091
28 C 11.7663 18.6353 -28.1788  O9 1.423, C22 1.516, C26 1.538, H45 1.092
29 C 15.5787 19.8054 -22.1849  O6 1.432, C18 1.518, C27 1.521, H53 1.100
30 H 16.6798 19.6134 -20.2756  C27 1.092
31 H 17.8026 16.5069 -23.3627  C21 1.089
32 H 11.1685 18.7676 -30.3235  C26 1.103
33 H 15.0043 21.8350 -25.0684  C12 1.094
34 H 10.0863 17.4408 -27.5338  C22 1.094
35 H 17.7702 13.4622 -26.6847  C13 1.097
36 H 14.5812 17.9059 -22.0293  C18 1.091
37 H 15.0566 20.2999 -20.1579  C27 1.091
38 H 13.7736 18.9642 -23.1961  C18 1.091
39 H 13.2440 14.9485 -22.0226  C15 1.088
40 H 20.5158 15.8245 -27.1468  C25 1.089
41 H 16.1343 20.3167 -27.4161  C23 1.098
42 H 11.6469 16.6837 -27.0151  C22 1.090
43 H 11.0550 13.2203 -23.9173  O11 0.963
44 H 19.6057 16.3550 -23.2680  C21 1.089
45 H 11.2130 19.5740 -28.1069  C28 1.092
46 H 20.3148 15.5264 -20.9038  C19 1.092
47 H 19.0716 12.2881 -26.4488  C13 1.094
48 H 16.2579 20.5440 -25.0576  C12 1.094
49 H 16.9446 22.4445 -28.2029  C17 1.089
50 H 19.2992 15.2438 -25.9856  C25 1.093
51 H 16.3333 18.7201 -23.6734  O6 0.964
52 H 14.6305 20.1097 -25.4015  C12 1.090
53 H 15.4492 20.7388 -22.7518  C29 1.100
54 H 19.9253 16.7282 -19.6164  C19 1.085
55 H 18.1478 15.3189 -28.2058  O2 0.968
56 H 12.6567 14.2032 -25.6217  C16 1.091
57 H 11.0434 18.0815 -26.2666  C22 1.099
58 H 16.0600 23.3611 -26.9184  C17 1.091
59 H 12.7518 18.3970 -30.1545  C26 1.090
60 H 18.5714 15.0624 -22.7304  C21 1.098
61 H 20.2913 13.4836 -28.3457  C14 1.094
62 H 16.3386 21.2713 -20.7900  C27 1.091
63 H 17.3776 22.3477 -26.4984  C17 1.097
64 H 18.9217 15.3008 -19.8618  C19 1.095
65 H 12.6688 12.3861 -25.4141  C16 1.091
66 H 14.1482 13.2532 -25.4223  C16 1.091
67 H 12.1924 15.5779 -23.3102  C15 1.094
68 H 18.3458 18.5799 -22.0048  O3 0.971
69 H 13.6623 12.8431 -23.1462  C24 1.090
70 H 11.4298 17.1627 -29.7307  C26 1.090
71 H 13.8370 15.5602 -23.6036  C15 1.095
72 H 17.5658 16.6177 -20.9882  C20 1.099
73 H 13.6137 19.3220 -21.5207  C18 1.097
74 H 13.8743 20.7132 -27.7836  O4 0.969
75 H 20.8142 14.4131 -26.1039  C25 1.096
76 H 13.5715 18.1662 -27.5121  O9 0.970
77 H 18.1251 12.3002 -27.9209  C13 1.092

Atom charges from the Mulliken analysis, given in e for atoms 1 to 8: number 1, Cl, carries 1.73; number 2, O, carries -0.55; number 3, O, carries -0.63; number 4, O, carries -0.58; number 5, O, carries -0.84; number 6, O, carries -0.38; number 7, O, carries -0.85; number 8, O, carries -0.66



(2)
Density functional theory data (ωB97M-V with the def2-TZVPD basis set) for a cluster of 9 separate species, C19H58N2O11 in total in a non-equilibrium geometry.

Output
LUMO level = 0.1050 eV
2S+1 = 1
Kohn-Sham gap = 8.846 eV
Net charge = 0
Structure (SMILES) = COCCNCCOC.COCCNCCOC.CO.CO.CO.CO.CO.CO.CO

Last columns: bonded neighbours and bond lengths (Å).
Cartesian coordinates (Å):
1 O 43.4565 -25.8898 42.3385  C18 1.472, C25 1.418
2 O 37.0031 -27.4104 41.0648  C20 1.489, H51 0.956
3 O 39.5095 -26.2532 40.9402  C16 1.451, H42 0.922
4 O 41.0331 -34.6180 41.1141  C22 1.415, C30 1.397
5 O 36.0652 -30.2028 42.1906  C14 1.421, H84 0.893
6 O 43.5825 -41.2658 39.9255  C23 1.379, C27 1.364
7 O 40.2577 -31.7631 44.1792  C29 1.383, H44 0.935
8 O 40.8943 -26.8095 38.6311  C17 1.490, H54 1.160
9 O 38.4455 -27.7852 45.5490  C26 1.349, H88 1.087
10 O 41.3073 -30.2209 42.2428  C24 1.336, H52 1.066
11 O 43.8267 -32.2796 38.9697  C15 1.374, C19 1.426
12 N 43.8547 -29.4674 41.3277  C21 1.403, C28 1.435, H72 1.056
13 N 41.6526 -38.1682 40.5397  C31 1.430, C32 1.385, H87 0.965
14 C 36.7753 -31.3684 41.7940  O5 1.421, H69 1.048, H75 1.046, H85 1.178
15 C 43.5033 -31.5801 40.1069  O11 1.374, C28 1.516, H63 1.097, H80 1.086
16 C 39.8169 -24.8762 41.2806  O3 1.451, H61 0.984, H66 1.109, H81 1.068
17 C 41.1130 -27.9162 37.6576  O8 1.490, H64 1.087, H67 1.081, H79 1.040
18 C 43.4984 -27.3402 42.5885  O1 1.472, C21 1.598, H86 1.204, H89 1.038
19 C 43.2775 -33.5956 38.9569  O11 1.426, H37 0.898, H38 1.118, H40 1.247
20 C 35.9418 -26.7650 40.2443  O2 1.489, H39 1.157, H70 1.154, H71 1.081
21 C 43.9962 -28.0730 41.2581  N12 1.403, C18 1.598, H35 0.976, H55 1.027
22 C 39.9375 -33.7230 41.1505  O4 1.415, H33 1.148, H78 1.015, H90 1.110
23 C 43.2420 -42.4923 39.3953  O6 1.379, H50 1.085, H60 0.936, H73 1.098
24 C 40.4562 -29.5114 41.4971  O10 1.336, H34 1.124, H48 1.083, H62 0.995
25 C 42.6400 -25.1710 43.2485  O1 1.418, H47 1.203, H49 1.116, H56 0.995
26 C 38.8813 -28.9752 45.0857  O9 1.349, H45 1.117, H53 1.106, H59 1.105
27 C 42.5667 -40.3568 39.8762  O6 1.364, C31 1.535, H58 0.989, H77 1.200
28 C 44.1686 -30.2180 40.1462  N12 1.435, C15 1.516, H82 0.999, H83 0.998
29 C 41.4435 -31.8460 44.8851  O7 1.383, H43 1.043, H46 1.137, H76 1.239
30 C 40.5584 -35.9216 40.9520  O4 1.397, C32 1.613, H41 0.947, H68 1.016
31 C 42.8363 -38.9682 40.4715  N13 1.430, C27 1.535, H36 1.144, H57 1.115
32 C 41.8678 -36.8634 40.9503  N13 1.385, C30 1.613, H65 1.106, H74 1.120
33 H 39.5885 -33.6509 40.0590  C22 1.148
34 H 41.0419 -28.9101 40.7501  C24 1.124
35 H 44.8623 -27.6239 41.2420  C21 0.976
36 H 43.7302 -38.3576 40.1022  C31 1.144
37 H 43.5184 -33.9838 38.1836  C19 0.898
38 H 42.1886 -33.5082 39.1960  C19 1.118
39 H 34.9867 -26.7007 40.8939  C20 1.157
40 H 43.8231 -34.1801 39.9140  C19 1.247
41 H 40.1292 -36.0110 40.1125  C30 0.947
42 H 40.1558 -26.5934 40.3782  O3 0.922
43 H 41.7752 -32.7877 45.1884  C29 1.043
44 H 40.4237 -31.3262 43.3696  O7 0.935
45 H 38.9177 -29.7553 45.8844  C26 1.117
46 H 41.3879 -31.5640 45.9852  C29 1.137
47 H 41.7064 -25.8535 43.5793  C25 1.203
48 H 39.7643 -29.9924 40.8172  C24 1.083
49 H 42.4530 -24.2900 42.5890  C25 1.116
50 H 44.0945 -43.1389 39.5779  C23 1.085
51 H 37.8049 -26.9183 40.8930  O2 0.956
52 H 42.3131 -30.0115 41.9603  O10 1.066
53 H 39.7882 -28.6212 44.5613  C26 1.106
54 H 40.2285 -26.0877 38.0142  O8 1.160
55 H 43.5433 -27.6667 40.4307  C21 1.027
56 H 43.2429 -24.7642 43.9276  C25 0.995
57 H 43.3361 -39.1101 41.4586  C31 1.115
58 H 42.3251 -40.1849 38.9330  C27 0.989
59 H 38.2225 -29.6802 44.5478  C26 1.105
60 H 42.4911 -42.8569 39.8192  C23 0.936
61 H 39.3011 -24.1997 40.7861  C16 0.984
62 H 39.8768 -28.8065 41.8937  C24 0.995
63 H 42.4486 -31.3710 40.3220  C15 1.097
64 H 40.1238 -28.2323 37.3380  C17 1.087
65 H 42.3288 -36.8868 41.9550  C32 1.106
66 H 39.4108 -24.7381 42.3029  C16 1.109
67 H 41.7962 -28.6057 38.1342  C17 1.081
68 H 40.0723 -36.2479 41.7818  C30 1.016
69 H 36.1739 -32.1611 42.1224  C14 1.048
70 H 36.2926 -25.7236 39.8922  C20 1.154
71 H 35.6043 -27.1982 39.3136  C20 1.081
72 H 44.3388 -29.8201 42.1976  N12 1.056
73 H 43.0565 -42.4970 38.3134  C23 1.098
74 H 42.6079 -36.3242 40.3046  C32 1.120
75 H 37.6742 -31.3516 42.3277  C14 1.046
76 H 42.4555 -31.2370 44.5116  C29 1.239
77 H 41.5605 -40.8604 40.2940  C27 1.200
78 H 40.4295 -32.8442 41.2748  C22 1.015
79 H 41.4144 -27.6217 36.7072  C17 1.040
80 H 43.9057 -32.0569 40.9955  C15 1.086
81 H 40.8392 -24.5726 41.3411  C16 1.068
82 H 43.8911 -29.8171 39.2748  C28 0.999
83 H 45.1647 -30.2657 40.1173  C28 0.998
84 H 36.5059 -29.4882 41.8868  O5 0.893
85 H 36.9878 -31.3714 40.6354  C14 1.178
86 H 44.2211 -27.6101 43.5122  C18 1.204
87 H 41.0191 -38.6276 41.1044  N13 0.965
88 H 39.2781 -27.1024 45.4030  O9 1.087
89 H 42.4955 -27.5894 42.6853  C18 1.038
90 H 39.0400 -33.9161 41.7742  C22 1.110

Atom charges from the Mulliken analysis, given in e for atoms 1 to 8: number 1, O, carries -0.38; number 2, O, carries -0.33; number 3, O, carries -0.50; number 4, O, carries -0.13; number 5, O, carries -0.49; number 6, O, carries -0.32; number 7, O, carries -0.54; number 8, O, carries -0.61



(3)
Density functional theory data (ωB97M-V with the def2-TZVPD basis set) for a cluster of 3 separate species, C4H14O3 in total in a non-equilibrium geometry.

Output
LUMO level = 0.3695 eV
2S+1 = 1
Kohn-Sham gap = 10.550 eV
Net charge = 0
Structure (SMILES) = CCCCO.O.O

Last columns: bonded neighbours and bond lengths (Å).
Cartesian coordinates (Å):
1 O 1.0775 -3.4357 1.6425  H14 0.967, H16 0.963
2 O 0.9848 2.8253 0.0685  C5 1.435, H18 0.963
3 O -0.3734 -0.4888 2.9247  H9 0.962, H12 0.963
4 C -0.5454 1.1812 -0.8320  C5 1.550, C6 1.525, H10 1.093, H17 1.102
5 C 0.0955 1.7667 0.4517  O2 1.435, C4 1.550, H19 1.081, H21 1.086
6 C 0.0003 -0.1916 -1.2088  C4 1.525, C7 1.510, H8 1.091, H20 1.096
7 C -0.2010 -0.5491 -2.6616  C6 1.510, H11 1.097, H13 1.086, H15 1.086
8 H 1.0596 -0.2329 -0.9496  C6 1.091
9 H -0.8779 -0.2980 3.7218  O3 0.962
10 H -1.6304 1.2049 -0.7057  C4 1.093
11 H -1.2402 -0.8506 -2.8401  C7 1.097
12 H -1.0013 -0.8761 2.3063  O3 0.963
13 H 0.3994 -1.4090 -2.9433  C7 1.086
14 H 0.7690 -3.3681 2.5560  O1 0.967
15 H 0.0251 0.2592 -3.3501  C7 1.086
16 H 0.7159 -2.6412 1.2353  O1 0.963
17 H -0.2850 1.8859 -1.6387  C4 1.102
18 H 1.5764 2.9839 0.8110  O2 0.963
19 H 0.6316 0.9807 0.9650  C5 1.081
20 H -0.4925 -0.9639 -0.6064  C6 1.096
21 H -0.6881 2.2173 1.0533  C5 1.086

Atom charges from the Mulliken analysis, given in e for atoms 1 to 8: number 1, O, carries -0.64; number 2, O, carries -0.55; number 3, O, carries -0.61; number 4, C, carries -0.49; number 5, C, carries -0.48; number 6, C, carries -0.17; number 7, C, carries -1.39; number 8, H, carries 0.40



no.,M (g mol⁻¹)
1,460.0
2,490.7
3,110.2